(1)
DFT (the ωB97M-V functional and the def2-TZVPD basis) results for C17H19NPSSn as an isolated structure in a non-equilibrium geometry.

XYZ file:
```
40
Properties=species:S:1:pos:R:3
C 0.24107 -0.52055 -2.17798
C -0.22828 -1.68201 -2.86165
C 0.14791 -2.83100 -2.10098
C 0.74179 -2.38830 -0.88299
C 0.78908 -0.95703 -0.91384
Sn -2.00868 1.24643 0.79036
P -0.30849 3.43576 0.66267
H 0.19854 0.49612 -2.54229
H -0.75132 -1.68375 -3.81277
H 0.00182 -3.86657 -2.38248
H 1.23010 -0.30979 -0.15879
H 1.07952 -3.01032 -0.06028
H -0.84267 4.62977 1.27202
H -0.19129 3.92378 -0.67729
H 1.07092 3.47723 1.04657
N -1.28586 0.15047 2.44977
S 0.32052 -0.14092 2.79305
C 0.58625 0.91226 4.23200
C 0.02145 2.19363 4.21540
C 0.08130 2.99426 5.35351
C 0.73654 2.54162 6.50153
C 1.37801 1.29693 6.48815
C 1.33210 0.49671 5.34295
C 0.26304 -1.77227 3.59560
C -0.58679 -2.04285 4.67167
C -0.60681 -3.32457 5.23752
C 0.24225 -4.32231 4.75327
C 1.12660 -4.03628 3.71195
C 1.14107 -2.76655 3.12780
H -1.85474 -0.50666 2.98679
H -0.49261 2.52695 3.31187
H -0.39341 3.97931 5.34826
H 0.75896 3.15648 7.39942
H 1.90573 0.94344 7.37633
H 1.83865 -0.47118 5.32354
H -1.20969 -1.25265 5.09921
H -1.28054 -3.53772 6.06945
H 0.22228 -5.32240 5.19393
H 1.82038 -4.79740 3.35122
H 1.84156 -2.51328 2.32905
```

Calculated values
**Charge**: -1
**Kohn-Sham gap (alpha / beta)**: 3.5 / 3.5 eV
**ΔE to the lowest compared entry with this formula, charge and spin**: 1.2 kcal/mol
**HOMO level (alpha / beta)**: -0.0452 / -0.0451 Eh
**Molar mass**: 419.1 g mol⁻¹

natural (NBO) atomic charge list, values in e, 5 entries:
1 C -0.353
2 C -0.356
3 C -0.371
4 C -0.381
5 C -0.380

=====

(2)
DFT (the ωB97M-V functional and the def2-TZVPD basis) results for C36H39BaBr2ClN2O8P2 as an isolated structure in a non-equilibrium geometry.

XYZ file:
```
91
Properties=species:S:1:pos:R:3
Ba -0.84219 -0.86864 -0.97345
Br -1.25962 -2.82914 -3.26670
C -3.57104 -4.77860 -1.54810
Br -1.91907 -5.11121 -0.60180
H -3.35204 -4.90879 -2.60312
H -4.31497 -5.48236 -1.18044
N -3.43294 -1.85105 -0.71601
C -4.13469 -1.56957 0.50026
C -4.06768 -0.09079 1.01383
C -2.78130 0.23011 1.74285
O -2.77524 0.70926 2.87502
O -1.68187 -0.03927 1.07494
H -3.91556 -1.32216 -1.44350
H -3.77824 -3.71887 -1.32590
H -3.72578 -2.21960 1.29202
H -5.22567 -1.79158 0.44006
H -4.87634 0.15203 1.71344
H -4.15457 0.53455 0.11966
O 0.53352 -1.77576 0.75038
P 0.79993 -0.36944 1.27985
C 0.71523 0.94870 -0.14174
P -0.85489 1.96490 -0.63150
O -1.87131 1.25702 -1.51432
C -1.43983 2.91359 0.82808
C -2.79379 3.13858 1.01367
C -3.23098 3.97897 2.03031
C -2.31620 4.61164 2.85286
C -0.95443 4.39900 2.66172
C -0.52042 3.55479 1.65566
C -0.14281 3.45134 -1.46095
C 1.20672 3.69336 -1.68546
C 1.62192 4.85086 -2.33254
C 0.69252 5.79455 -2.73574
C -0.65677 5.57597 -2.48797
C -1.06907 4.41473 -1.85937
C 0.34501 -0.08824 2.98951
C -0.40437 -1.08408 3.60412
C -0.78759 -0.93162 4.92657
C -0.43968 0.21557 5.62536
C 0.30910 1.20792 5.00837
C 0.71277 1.05038 3.69191
C 2.66073 -0.35795 1.43124
C 3.29474 -0.60336 2.64679
C 4.68087 -0.69582 2.73082
C 5.46030 -0.56087 1.59571
C 4.84348 -0.36015 0.36644
C 3.46363 -0.27130 0.28610
H 0.96168 0.34210 -1.07513
H 1.52776 1.65435 0.01669
H -3.50889 2.65430 0.35994
H -4.29289 4.12819 2.17874
H -2.65728 5.27420 3.63937
H -0.23087 4.90464 3.28906
H 0.54333 3.42307 1.49407
H 1.95940 2.97715 -1.38812
H 2.67513 4.99916 -2.53635
H 1.01461 6.69296 -3.24859
H -1.39341 6.30570 -2.80044
H -2.12559 4.23798 -1.70076
H -0.69614 -1.95543 3.03114
H -1.37946 -1.70269 5.40238
H -0.76100 0.34294 6.65234
H 0.57085 2.10975 5.54803
H 1.32032 1.81379 3.22049
H 2.70398 -0.73437 3.54331
H 5.14659 -0.87818 3.69174
H 6.53858 -0.64250 1.65879
H 5.43694 -0.27913 -0.53580
H 3.01804 -0.13582 -0.69170
N 2.14477 -3.30045 -3.22192
C 2.12841 -4.36872 -2.33410
C 3.06336 -4.43116 -1.29367
C 3.14886 -5.54975 -0.48227
C 2.31613 -6.64293 -0.69524
C 1.37417 -6.57396 -1.71625
C 1.26652 -5.45109 -2.51887
H 1.26686 -3.16839 -3.72178
H 2.42566 -2.42081 -2.81520
H 3.72359 -3.58600 -1.12368
H 3.86232 -5.55962 0.33487
H 2.37602 -7.51636 -0.05704
H 0.68640 -7.39769 -1.87227
H 0.47515 -5.36588 -3.25341
O -0.47632 1.89468 -6.29078
Cl -1.00595 1.72757 -4.96291
O -1.87517 2.82092 -4.60877
O 0.25833 1.91601 -3.98570
O -1.56789 0.43854 -4.74776
C 0.89356 0.61226 -3.41145
H 1.40445 0.22479 -4.30324
H 1.68957 1.19830 -2.90671
```

Calculated values
**Charge**: -2
**Kohn-Sham gap**: 4.3 eV
**ΔE to the lowest compared entry with this formula, charge and spin**: 114.6 kcal/mol
**HOMO level**: -0.0223 Eh
**Molar mass**: 1022.3 g mol⁻¹

Mulliken atomic charge list, values in e, 5 entries:
1 Ba 3.198
2 Br -0.886
3 C -0.267
4 Br -0.201
5 H 0.224

=====

(3)
DFT (the ωB97M-V functional and the def2-TZVPD basis) results for C5H10O2 as an isolated structure in a non-equilibrium geometry.

XYZ file:
```
17
Properties=species:S:1:pos:R:3
C 2.10200 -0.03412 -0.78087
C 0.72035 0.51875 -0.92915
C -0.42944 -0.37356 -1.05776
H 0.64684 1.51748 -1.34472
H 2.54458 -0.22853 -1.76501
H 2.10577 -0.97192 -0.22157
H 2.74577 0.66507 -0.24209
H -1.28464 0.09850 -1.53613
H -0.20278 -1.35502 -1.47067
C -0.87114 -0.66102 0.53761
C -2.17194 -0.65423 0.92852
O 0.11916 0.79326 0.76753
O 0.27561 1.61131 1.95919
H -0.62283 1.92340 2.14517
H -0.21942 -1.41086 0.97846
H -2.89999 0.00561 0.47136
H -2.55791 -1.44412 1.56014
```

Calculated values
**Kohn-Sham gap (alpha / beta)**: 7.9 / 7.9 eV
**ΔE to the lowest compared entry with this formula, charge and spin**: 178.8 kcal/mol
**HOMO level (alpha / beta)**: -0.2760 / -0.2760 Eh
**Molar mass**: 102.1 g mol⁻¹

natural (NBO) atomic charge list, values in e, 5 entries:
1 C -0.663
2 C 0.166
3 C -0.492
4 H 0.212
5 H 0.230

=====

(4)
DFT (the ωB97M-V functional and the def2-TZVPD basis) results for a 3-piece molecular cluster, C15H33FO6PS overall in a non-equilibrium geometry.

XYZ file:
```
57
Properties=species:S:1:pos:R:3
C 1.89907 -0.38939 0.81462
C 1.20856 0.23146 -0.40283
C 0.08070 1.14700 0.10719
P -1.41638 1.08430 -0.88326
C -2.00930 -0.59770 -1.11725
C -2.07044 -1.44074 0.17788
C -3.47619 -1.69982 0.65988
F -3.87350 -2.93870 0.20545
C -2.62259 2.24176 -0.16241
C -4.10136 1.96223 -0.49739
C -4.87184 1.65622 0.77987
S -6.53368 1.01299 0.45089
H 1.24367 -1.14149 1.23804
H 1.99865 0.38592 1.55858
H 2.86772 -0.78878 0.56869
H 0.87825 -0.53447 -1.09314
H 1.96174 0.82982 -0.88886
H -0.17399 0.90124 1.13191
H 0.43131 2.17159 0.08879
H -1.06858 1.56687 -2.14873
H -1.40541 -1.06770 -1.87664
H -3.00330 -0.55712 -1.53950
H -1.44981 -1.00781 0.95209
H -1.67665 -2.41212 -0.07581
H -3.52427 -1.73082 1.74205
H -4.18434 -0.95510 0.30965
H -2.33928 3.21126 -0.53889
H -2.45523 2.20947 0.90268
H -4.24321 1.16512 -1.21035
H -4.53001 2.86641 -0.89444
H -5.01042 2.56596 1.34440
H -4.31611 0.96320 1.39513
H -6.35846 0.49009 -0.76958
C -0.45289 -5.95740 -0.04169
O 0.53418 -4.93366 -0.21664
C 1.54913 -5.28325 -1.01490
O 1.67866 -6.34168 -1.56748
O 2.39071 -4.24685 -1.09221
C 3.53724 -4.48625 -1.91724
H -1.21081 -5.54751 0.62022
H -0.90893 -6.21825 -0.99446
H -0.01314 -6.83926 0.41819
H 3.23625 -4.69509 -2.94167
H 4.12628 -5.31174 -1.52436
H 4.13125 -3.57718 -1.89347
C 3.69124 5.82686 -0.79946
O 4.14980 5.52309 0.52076
C 3.78632 4.33350 0.98432
O 3.11578 3.51608 0.39460
O 4.28805 4.19175 2.20779
C 3.98863 2.94975 2.84606
H 4.06434 6.81846 -1.03467
H 4.08868 5.11264 -1.51770
H 2.60339 5.83382 -0.83556
H 4.39700 2.11633 2.27696
H 2.91296 2.83203 2.97100
H 4.46058 2.98265 3.82288
```

Calculated values
**Charge**: +1
**Kohn-Sham gap**: 9.5 eV
**HOMO level**: -0.4435 Eh
**Molar mass**: 391.5 g mol⁻¹

natural (NBO) atomic charge list, values in e, 5 entries:
1 C -0.589
2 C -0.406
3 C -0.743
4 P 1.341
5 C -0.744

=====

(5)
DFT (the ωB97M-V functional and the def2-TZVPD basis) results for C15H28BiIO4P2S as an isolated structure in a non-equilibrium geometry.

XYZ file:
```
52
Properties=species:S:1:pos:R:3
C -0.41788 -0.04391 -4.16489
I 2.00351 0.22695 0.81141
H 0.19141 0.05159 -5.07980
H -1.06581 0.83702 -4.03745
H -0.96088 -1.00650 -4.15694
Bi 1.15593 -0.12866 -2.45589
P 0.54955 2.58594 -2.01607
C -0.93528 3.26174 -1.23473
C 1.99862 3.20632 -1.09910
H 2.22499 4.24014 -1.38873
H 0.90414 4.36861 -3.61601
H 2.85799 2.56434 -1.32677
H 1.52124 2.79904 -4.22333
H -1.02397 2.89619 -0.19360
H 1.80625 3.12964 -0.02088
C 0.69509 3.29267 -3.68709
H -0.87471 4.36703 -1.20078
H -0.23530 3.12697 -4.24878
H -1.85022 2.99103 -1.79061
P 0.48504 -2.79405 -1.95073
C -0.93080 -3.74573 -1.35734
C 0.71180 -3.42245 -3.65076
H 2.77439 -2.54219 -1.19574
H 2.32881 -4.26373 -1.14911
H 1.73153 -3.10935 0.08311
C 1.96093 -3.24549 -0.98059
H 1.49746 -2.87845 -4.20826
H 0.96474 -4.49912 -3.72686
H -0.87541 -4.81226 -1.67479
H -1.86456 -3.27822 -1.71928
H -0.21328 -3.27620 -4.24353
H -0.91706 -3.69980 -0.26233
C -2.11107 0.02184 -1.23164
O -2.89481 0.80318 -1.58908
C 0.27222 1.41624 6.69100
C -0.23020 0.79628 5.42590
C -0.38510 -0.59330 5.38158
C -0.81313 -1.22708 4.22244
C -1.06192 -0.43107 3.11578
C -0.93921 0.95933 3.13156
C -0.49736 1.57450 4.29366
S -1.45364 -1.25940 1.58097
O -0.54656 -2.39963 1.46630
O -2.88831 -1.53238 1.49516
O -1.22440 -0.69598 -0.86319
H -0.39495 1.17686 7.52149
H 1.25334 1.00246 6.93614
H 0.36006 2.49713 6.59494
H -0.15009 -1.18420 6.26670
H -0.97935 -2.29817 4.18618
H -1.15532 1.52145 2.22930
H -0.35841 2.65287 4.31104
```

Calculated values
**Charge**: +2
**Kohn-Sham gap (alpha / beta)**: 6.3 / 4.6 eV
**ΔE to the lowest compared entry with this formula, charge and spin**: 1.9 kcal/mol
**HOMO level (alpha / beta)**: -0.5244 / -0.5211 Eh
**Molar mass**: 702.3 g mol⁻¹

natural (NBO) atomic charge list, values in e, 5 entries:
1 C -1.024
2 I 0.104
3 H 0.249
4 H 0.231
5 H 0.235

=====

(6)
DFT (the ωB97M-V functional and the def2-TZVPD basis) results for one molecule with the formula C2H3Br2FSi in a non-equilibrium geometry.

XYZ file:
```
9
Properties=species:S:1:pos:R:3
C -0.27294 -0.01330 -0.75890
C -0.87400 -0.09270 0.37388
Si -2.73377 -0.02372 0.54218
F -2.90102 -0.11779 2.13851
Br -3.73637 1.85044 -0.08757
Br -3.73576 -1.79402 -0.33492
H 0.71367 -0.15586 -0.95462
H -0.74605 -0.03574 -1.73909
H -0.38031 -0.02238 1.43980
```

Calculated values
**SMILES**: C=C[Si](F)(Br)Br
**Kohn-Sham gap**: 11.2 eV
**ΔE to the lowest compared entry with this formula, charge and spin**: 3.7 kcal/mol
**HOMO level**: -0.3946 Eh
**Molar mass**: 233.9 g mol⁻¹

natural (NBO) atomic charge list, values in e, 5 entries:
1 C -0.310
2 C -0.710
3 Si 1.607
4 F -0.651
5 Br -0.285